{
  "formula": "C7H9NO2S2",
  "method": "ωB97M-V/def2-TZVPD",
  "orbital_gap_ev": 7.13,
  "mol_weight_da": 203.29,
  "e_above_lowest_kcal_mol": 123.93,
  "homo_ev": -8.22,
  "lumo_energy_ev": -1.09,
  "symbols": ["C", "C", "C", "C", "C", "C", "C", "N", "O", "O", "S", "S", "H", "H", "H", "H", "H", "H", "H", "H", "H"],
  "positions_angstrom": [[-2.223, -0.701, -0.802], [-1.514, -0.765, 0.341], [-1.477, -1.072, -2.015], [-0.095, -1.104, 0.182], [1.489, -0.580, 3.362], [0.588, -0.812, 2.462], [0.876, -1.290, 1.119], [0.005, 2.666, -1.984], [0.998, 0.453, -1.585], [2.396, 2.204, -2.508], [0.153, -1.244, -1.720], [1.115, 1.588, -2.715], [-3.369, -0.498, -0.830], [-1.858, -0.785, 1.386], [-1.975, -1.210, -2.937], [1.020, -0.255, 4.286], [2.518, -0.328, 3.275], [-0.399, -0.796, 2.783], [1.859, -1.302, 0.969], [-0.495, 2.248, -1.236], [0.387, 3.582, -1.835]]
}

{
  "formula": "C7H9NO2Ti",
  "method": "ωB97M-V/def2-TZVPD",
  "orbital_gap_ev": [5.99, 6.63],
  "multiplicity": 3,
  "mol_weight_da": 187.02,
  "homo_ev": [-6.69, -7.44],
  "lumo_energy_ev": [-0.71, -0.81],
  "symbols": ["Ti", "C", "H", "H", "H", "H", "H", "O", "C", "O", "C", "C", "C", "C", "C", "N", "H", "H", "H", "H"],
  "positions_angstrom": [[-0.598, 0.123, -0.180], [-2.577, 0.793, 0.291], [-3.068, -0.140, 0.600], [-2.058, 1.601, 0.925], [-2.536, 1.250, -0.729], [0.089, 1.769, -0.649], [0.766, 1.352, -0.472], [0.158, -3.018, -2.392], [0.122, -2.148, -1.540], [-0.856, -1.200, -1.445], [1.167, -2.027, -0.486], [2.267, -2.848, -0.317], [3.140, -2.573, 0.716], [2.856, -1.518, 1.587], [1.709, -0.764, 1.441], [0.887, -1.029, 0.400], [2.364, -3.668, -1.018], [4.036, -3.186, 0.846], [3.524, -1.288, 2.394], [1.346, 0.042, 2.080]]
}

{
  "formula": "C7H9NOS",
  "method": "ωB97M-V/def2-TZVPD",
  "orbital_gap_ev": 7.94,
  "mol_weight_da": 155.22,
  "e_above_lowest_kcal_mol": 70.96,
  "homo_ev": -8.80,
  "lumo_energy_ev": -0.87,
  "symbols": ["C", "C", "C", "C", "C", "C", "C", "N", "O", "S", "H", "H", "H", "H", "H", "H", "H", "H", "H"],
  "positions_angstrom": [[-3.368, -1.477, 0.038], [-1.122, -1.125, 0.195], [-1.570, 0.327, -0.109], [0.294, -1.502, 0.120], [-0.621, 1.526, -0.196], [1.063, -0.205, -0.375], [0.727, 1.041, 0.439], [-2.187, -1.942, 0.131], [-4.033, 1.288, 0.572], [-3.292, 0.348, -0.353], [-4.296, -1.922, -0.316], [0.585, -1.790, 1.172], [0.326, -2.274, -0.528], [-0.347, 1.770, -1.156], [-0.866, 2.441, 0.431], [2.200, -0.238, -0.430], [0.700, -0.194, -1.465], [1.621, 1.626, 0.374], [0.621, 0.586, 1.509]]
}

{
  "formula": "C7H9O2",
  "method": "ωB97M-V/def2-TZVPD",
  "orbital_gap_ev": [5.01, 5.01],
  "charge": -1,
  "mol_weight_da": 125.15,
  "e_above_lowest_kcal_mol": 60.68,
  "homo_ev": [-1.43, -1.44],
  "lumo_energy_ev": [3.58, 3.58],
  "symbols": ["C", "C", "C", "C", "C", "C", "C", "O", "O", "H", "H", "H", "H", "H", "H", "H", "H", "H"],
  "positions_angstrom": [[1.496, 2.901, -0.403], [0.868, 1.962, 0.072], [3.762, -0.362, 0.246], [-0.978, -1.019, 1.115], [-0.291, -0.466, -1.225], [0.923, 0.728, 0.699], [0.220, -0.459, 0.196], [4.437, 0.595, 0.215], [3.528, -1.510, 0.137], [1.596, 3.902, -0.763], [-0.632, -1.734, 1.887], [-1.487, -0.207, 1.656], [-1.712, -1.546, 0.560], [-0.664, -1.376, -1.605], [-1.162, 0.166, -1.209], [0.407, -0.164, -2.004], [1.071, 0.805, 1.781], [1.069, -1.263, 0.308]]
}

{
  "formula": "C7H9OP",
  "method": "ωB97M-V/def2-TZVPD",
  "orbital_gap_ev": 8.47,
  "mol_weight_da": 140.12,
  "e_above_lowest_kcal_mol": 112.21,
  "homo_ev": -8.40,
  "lumo_energy_ev": 0.07,
  "symbols": ["C", "C", "C", "C", "C", "C", "C", "O", "P", "H", "H", "H", "H", "H", "H", "H", "H", "H"],
  "positions_angstrom": [[-1.969, 1.034, -2.568], [-1.154, 0.678, -1.770], [-0.183, 0.423, -0.899], [0.751, -0.417, -0.527], [-0.078, 1.747, 0.907], [1.452, -1.507, -1.334], [-0.581, -0.481, 2.319], [1.578, -0.202, 0.577], [0.779, 0.591, 1.949], [-2.596, 1.303, -3.332], [0.523, 2.674, 0.728], [-1.105, 1.942, 1.065], [2.547, -1.531, -1.117], [1.162, -1.506, -2.427], [1.062, -2.394, -0.749], [-0.840, -1.073, 1.384], [-1.267, 0.061, 2.988], [-0.079, -1.342, 2.806]]
}

{
  "formula": "C7H9P",
  "method": "ωB97M-V/def2-TZVPD",
  "orbital_gap_ev": [7.04, 6.77],
  "mol_weight_da": 124.12,
  "e_above_lowest_kcal_mol": 144.50,
  "homo_ev": [-7.71, -7.27],
  "lumo_energy_ev": [-0.67, -0.50],
  "symbols": ["C", "C", "C", "C", "C", "C", "C", "P", "H", "H", "H", "H", "H", "H", "H", "H", "H"],
  "positions_angstrom": [[-1.839, -0.452, 1.253], [-2.348, -1.091, 0.166], [-0.456, -0.715, 1.130], [0.226, -1.098, -1.737], [0.516, 0.384, 1.124], [0.933, 0.171, -1.550], [0.608, 1.111, -0.361], [-0.668, -1.624, -0.456], [-2.269, 0.114, 2.175], [-3.225, -0.884, -0.357], [0.142, 1.050, 1.816], [1.518, 0.066, 1.318], [1.942, -0.176, -1.549], [0.842, 0.854, -2.401], [-0.444, 1.374, -0.315], [1.271, 2.031, -0.417], [-0.686, -2.993, -0.287]]
}

{
  "formula": "C7H9P",
  "method": "ωB97M-V/def2-TZVPD",
  "orbital_gap_ev": 8.93,
  "mol_weight_da": 124.12,
  "smiles": "C1=[PH]=C2CCCC2=C1",
  "e_above_lowest_kcal_mol": 36.26,
  "homo_ev": -8.33,
  "lumo_energy_ev": 0.60,
  "symbols": ["C", "P", "C", "C", "C", "C", "C", "C", "H", "H", "H", "H", "H", "H", "H", "H", "H"],
  "positions_angstrom": [[2.512, -1.028, -0.013], [2.566, 0.868, -0.069], [0.358, 0.625, -0.026], [-0.700, 1.590, -0.061], [-1.916, 0.582, -0.139], [-1.374, -0.897, -0.199], [0.138, -0.685, -0.121], [1.264, -1.602, -0.068], [3.558, -1.386, 0.072], [2.330, 1.320, 1.302], [-0.758, 2.184, 0.887], [-0.633, 2.371, -0.711], [-2.491, 0.821, -1.027], [-2.567, 0.762, 0.675], [-1.649, -1.379, -1.032], [-1.752, -1.481, 0.644], [1.112, -2.664, -0.115]]
}

{
  "formula": "C7N2O27Zr3",
  "method": "ωB97M-V/def2-TZVPD",
  "orbital_gap_ev": 2.46,
  "charge": -4,
  "mol_weight_da": 817.74,
  "e_above_lowest_kcal_mol": 20.22,
  "homo_ev": 2.79,
  "lumo_energy_ev": 5.25,
  "symbols": ["Zr", "Zr", "Zr", "C", "O", "O", "O", "C", "O", "O", "O", "C", "O", "O", "O", "C", "O", "O", "O", "C", "O", "O", "O", "C", "O", "O", "O", "C", "O", "O", "O", "N", "O", "O", "O", "N", "O", "O", "O"],
  "positions_angstrom": [[5.021, 8.207, 11.748], [5.483, 11.384, 15.994], [4.271, 5.295, 17.718], [3.168, 11.634, 18.215], [2.120, 11.078, 18.640], [4.142, 10.937, 17.660], [3.116, 12.855, 17.867], [7.990, 9.053, 16.513], [6.965, 9.809, 16.239], [9.251, 9.341, 16.443], [7.682, 8.850, 17.741], [6.030, 11.156, 12.779], [6.379, 11.441, 13.974], [5.888, 9.841, 12.679], [4.924, 11.594, 12.352], [7.060, 5.782, 11.338], [7.468, 6.021, 10.130], [6.426, 6.621, 12.034], [7.705, 4.777, 11.751], [2.248, 9.830, 12.703], [2.160, 11.011, 12.291], [1.523, 9.286, 13.597], [3.122, 9.159, 12.057], [6.955, 5.644, 18.489], [6.287, 5.914, 17.416], [7.287, 6.504, 19.346], [6.062, 4.708, 18.759], [1.544, 6.871, 16.809], [0.779, 7.255, 15.902], [2.335, 5.923, 17.109], [1.771, 7.846, 17.583], [4.260, 8.266, 15.125], [4.240, 9.522, 15.355], [4.539, 7.778, 14.028], [4.389, 7.583, 16.142], [2.233, 5.869, 12.489], [3.305, 6.396, 12.087], [2.041, 4.676, 12.100], [1.374, 6.458, 13.165]]
}

{
  "formula": "C80H125N17O6S3",
  "method": "ωB97M-V/def2-TZVPD",
  "orbital_gap_ev": 8.43,
  "mol_weight_da": 1517.19,
  "homo_ev": -7.97,
  "lumo_energy_ev": 0.46,
  "symbols": ["C", "C", "C", "C", "N", "H", "H", "H", "H", "H", "H", "H", "C", "C", "C", "C", "N", "H", "H", "H", "H", "H", "H", "H", "C", "C", "C", "C", "N", "H", "H", "H", "H", "H", "H", "H", "C", "C", "C", "C", "N", "H", "H", "H", "H", "H", "H", "H", "C", "C", "C", "C", "N", "H", "H", "H", "H", "H", "H", "H", "C", "C", "C", "C", "N", "H", "H", "H", "H", "H", "H", "H", "C", "C", "C", "C", "N", "H", "H", "H", "H", "H", "H", "H", "C", "C", "C", "C", "N", "H", "H", "H", "H", "H", "H", "H", "C", "C", "C", "S", "O", "O", "C", "H", "H", "H", "H", "H", "H", "H", "H", "C", "C", "C", "S", "O", "O", "C", "H", "H", "H", "H", "H", "H", "H", "H", "C", "C", "C", "S", "O", "O", "C", "H", "H", "H", "H", "H", "H", "H", "H", "N", "C", "C", "C", "C", "H", "H", "H", "H", "H", "N", "C", "C", "C", "C", "H", "H", "H", "H", "H", "N", "C", "C", "C", "C", "H", "H", "H", "H", "H", "N", "C", "C", "C", "C", "H", "H", "H", "H", "H", "N", "C", "C", "C", "C", "H", "H", "H", "H", "H", "N", "C", "C", "C", "C", "H", "H", "H", "H", "H", "N", "C", "C", "C", "C", "H", "H", "H", "H", "H", "N", "C", "C", "C", "C", "H", "H", "H", "H", "H", "N", "C", "C", "C", "C", "H", "H", "H", "H", "H"],
  "positions_angstrom": [[5.289, 26.556, 19.084], [6.793, 26.212, 19.224], [7.707, 26.361, 18.017], [7.427, 27.592, 17.305], [7.185, 28.634, 16.797], [4.904, 26.305, 18.095], [5.138, 27.631, 19.182], [4.671, 26.078, 19.844], [6.846, 25.211, 19.652], [7.250, 26.838, 19.990], [7.585, 25.589, 17.257], [8.775, 26.389, 18.232], [12.417, 25.512, 16.832], [12.247, 26.540, 17.933], [11.710, 25.923, 19.269], [12.381, 24.683, 19.728], [12.946, 23.731, 20.090], [11.475, 25.040, 16.552], [13.096, 24.750, 17.215], [12.941, 25.932, 15.974], [11.590, 27.298, 17.506], [13.197, 27.029, 18.149], [10.639, 25.798, 19.111], [11.805, 26.603, 20.115], [10.357, 16.627, 13.300], [10.629, 15.910, 11.936], [12.046, 15.926, 11.423], [12.667, 17.197, 11.278], [13.261, 18.185, 11.237], [10.607, 15.937, 14.106], [9.290, 16.843, 13.336], [10.987, 17.511, 13.398], [10.023, 16.459, 11.216], [10.362, 14.860, 12.057], [12.225, 15.408, 10.481], [12.605, 15.378, 12.182], [5.406, 19.359, 3.810], [4.794, 18.119, 4.546], [5.667, 17.756, 5.744], [5.591, 18.720, 6.859], [5.528, 19.495, 7.727], [5.701, 20.129, 4.524], [4.808, 19.735, 2.979], [6.350, 19.120, 3.319], [4.800, 17.244, 3.895], [3.786, 18.434, 4.813], [6.704, 17.766, 5.409], [5.320, 16.825, 6.193], [3.235, 23.562, 10.720], [4.088, 22.466, 10.120], [3.429, 21.087, 10.234], [2.794, 20.821, 11.551], [2.313, 20.573, 12.596], [3.694, 24.549, 10.662], [3.018, 23.387, 11.774], [2.313, 23.607, 10.142], [5.012, 22.439, 10.697], [4.374, 22.702, 9.095], [4.176, 20.310, 10.068], [2.667, 20.868, 9.487], [12.693, 22.437, 14.762], [13.013, 22.122, 13.280], [11.881, 21.509, 12.413], [10.693, 22.392, 12.257], [9.825, 23.137, 12.094], [12.623, 21.486, 15.291], [11.850, 23.108, 14.929], [13.630, 22.849, 15.135], [13.899, 21.496, 13.171], [13.297, 23.050, 12.784], [11.557, 20.545, 12.806], [12.255, 21.381, 11.397], [9.117, 17.913, 18.332], [8.032, 18.176, 19.330], [6.850, 18.964, 18.892], [6.028, 19.450, 19.980], [5.404, 19.824, 20.852], [9.163, 18.672, 17.551], [8.985, 17.082, 17.639], [10.097, 17.724, 18.771], [8.583, 18.656, 20.138], [7.757, 17.257, 19.848], [6.235, 18.427, 18.170], [7.186, 19.830, 18.321], [10.055, 26.425, 14.398], [10.234, 27.829, 13.810], [10.611, 27.742, 12.323], [9.488, 27.376, 11.478], [8.606, 27.078, 10.789], [9.608, 26.450, 15.392], [11.043, 25.963, 14.396], [9.436, 25.907, 13.666], [10.978, 28.425, 14.338], [9.319, 28.420, 13.855], [11.361, 26.985, 12.093], [10.989, 28.716, 12.011], [5.585, 20.247, 13.109], [5.893, 19.026, 13.859], [7.176, 19.333, 14.736], [8.216, 20.510, 13.748], [9.290, 19.806, 13.105], [8.352, 21.813, 14.407], [6.873, 20.753, 12.461], [5.077, 20.981, 13.734], [4.885, 19.973, 12.320], [6.166, 18.239, 13.155], [5.029, 18.677, 14.423], [7.767, 18.519, 15.157], [6.874, 19.804, 15.672], [7.189, 20.084, 11.661], [6.801, 21.796, 12.155], [2.438, 23.651, 16.064], [2.994, 23.428, 17.502], [3.179, 21.920, 17.693], [3.766, 21.255, 16.096], [3.224, 19.907, 15.944], [5.212, 21.540, 16.105], [2.825, 22.502, 15.123], [2.612, 24.615, 15.586], [1.353, 23.620, 16.155], [2.410, 23.949, 18.260], [3.984, 23.885, 17.515], [2.182, 21.596, 17.994], [3.808, 21.587, 18.518], [1.948, 22.089, 14.625], [3.541, 22.881, 14.393], [9.405, 18.822, 9.796], [9.764, 20.308, 9.363], [10.475, 20.354, 7.981], [9.913, 18.794, 7.160], [11.007, 17.819, 7.070], [9.138, 19.060, 5.960], [8.780, 18.297, 8.524], [8.784, 18.712, 10.684], [10.279, 18.204, 10.002], [10.421, 20.744, 10.116], [8.817, 20.839, 9.275], [11.557, 20.272, 8.076], [10.085, 21.173, 7.377], [8.605, 17.226, 8.424], [7.839, 18.814, 8.336], [2.105, 17.741, 14.713], [2.221, 16.436, 15.181], [1.203, 15.672, 14.638], [0.480, 16.510, 13.776], [1.029, 17.780, 13.878], [2.663, 18.534, 14.995], [3.043, 16.219, 15.847], [1.007, 14.615, 14.745], [-0.362, 16.191, 13.179], [0.896, 18.700, 13.329], [7.486, 24.790, 8.858], [6.533, 24.771, 7.940], [6.355, 23.521, 7.410], [7.259, 22.726, 8.082], [7.965, 23.506, 9.009], [7.893, 25.571, 9.353], [6.111, 25.737, 7.704], [5.806, 23.218, 6.530], [7.446, 21.696, 7.816], [8.797, 23.351, 9.681], [12.663, 18.782, 17.095], [13.474, 18.240, 18.087], [13.264, 19.053, 19.158], [12.233, 20.014, 18.922], [11.995, 19.864, 17.632], [12.544, 18.404, 16.166], [14.099, 17.383, 17.885], [13.761, 18.984, 20.114], [11.761, 20.764, 19.539], [11.277, 20.357, 16.993], [6.800, 24.821, 13.465], [5.818, 25.402, 12.714], [4.856, 25.864, 13.586], [5.247, 25.441, 14.881], [6.494, 24.763, 14.776], [7.667, 24.505, 13.054], [5.898, 25.482, 11.640], [4.057, 26.548, 13.339], [4.587, 25.590, 15.723], [7.200, 24.355, 15.483], [-2.697, 20.793, 15.538], [-2.259, 21.565, 16.541], [-0.859, 21.516, 16.556], [-0.424, 20.615, 15.572], [-1.607, 20.130, 14.990], [-3.649, 20.862, 15.208], [-2.974, 22.142, 17.109], [-0.213, 22.045, 17.242], [0.596, 20.314, 15.385], [-1.784, 19.515, 14.120], [2.013, 16.425, 10.823], [2.643, 15.729, 9.803], [3.048, 16.646, 8.904], [2.613, 17.912, 9.256], [1.899, 17.759, 10.402], [1.531, 16.060, 11.632], [2.891, 14.677, 9.805], [3.701, 16.406, 8.078], [2.789, 18.844, 8.740], [1.279, 18.372, 11.040], [7.532, 22.733, 17.571], [7.308, 22.694, 18.925], [8.492, 23.042, 19.509], [9.501, 22.956, 18.542], [8.872, 22.911, 17.316], [6.806, 22.546, 16.895], [6.340, 22.429, 19.322], [8.655, 23.243, 20.557], [10.570, 23.017, 18.682], [9.276, 22.910, 16.315], [5.339, 16.339, 10.774], [6.523, 15.827, 10.258], [7.294, 15.325, 11.301], [6.515, 15.558, 12.498], [5.286, 16.093, 12.100], [4.674, 16.830, 10.193], [6.701, 15.852, 9.193], [8.220, 14.787, 11.165], [6.892, 15.281, 13.471], [4.426, 16.376, 12.688], [6.411, 14.889, 18.890], [7.641, 14.611, 18.384], [7.657, 14.566, 17.013], [6.389, 14.916, 16.686], [5.591, 15.123, 17.799], [6.145, 15.006, 19.857], [8.447, 14.440, 19.082], [8.533, 14.328, 16.428], [5.917, 14.932, 15.714], [4.571, 15.430, 17.977]]
}